No. 1
This record from the Open Molecules 2025 dataset describes 2 unconnected molecules or ions with the total composition C6H9O3P. The level of theory is the ωB97M-V functional and the def2-TZVPD basis.

Output
- Total charge: 0
- Frontier orbital gap (spin up / spin down): 0.2432 / 0.2432 hartree

```
19
Properties=species:S:1:pos:R:3:forces:R:3
C 1.9446 -0.4868 -0.6351 -0.9879 -2.2243 2.1919
C -0.6730 -1.1060 0.1761 1.4001 1.2587 -0.5118
C -3.1270 0.2893 0.3063 2.0815 -2.5885 0.9639
C -1.7715 0.9159 0.3094 -0.0454 2.1611 0.4506
C 2.0486 0.9259 -0.4260 -0.1794 1.4583 -2.4256
C 2.7216 0.0436 0.5405 0.6003 -1.3136 1.9459
O -3.1573 -0.8523 -0.6071 0.2421 -0.1125 0.3822
O -0.8561 0.0288 0.9481 0.5315 -0.9643 -0.4833
O 4.1265 -0.2609 0.4375 -0.8278 1.4485 -0.6318
P -1.7716 -1.7924 -0.9299 0.0555 1.7295 1.3118
H -3.1882 -0.0997 1.3826 -0.9234 0.6240 -1.4379
H -3.8100 0.9920 -0.0505 -1.6560 0.8403 -0.1236
H -1.3792 1.0298 -0.6753 0.0193 0.2845 -1.1186
H -1.8268 2.0147 0.7469 0.4146 -2.4535 -0.1628
H 2.5469 1.5496 -1.2149 -0.6265 -0.3377 1.0027
H 2.4417 -1.2707 -1.2020 -0.5325 0.5035 -0.3631
H 1.0565 1.2158 -0.0221 0.7892 0.6554 0.0068
H 2.3754 0.2173 1.6000 0.1985 -0.7753 -1.2603
H 4.3959 -1.0336 0.9350 -0.5536 -0.1943 0.2627
```
Positions in Å, forces in eV/Å.

No. 2
This record from the Open Molecules 2025 dataset describes a gas-phase ion, C6H9O3SSi (charge -1). The level of theory is the ωB97M-V functional and the def2-TZVPD basis.

Output
- Total charge: -1
- SMILES string: C=C[Si](C=C)(C=C)S(=O)(=O)[O-]
- Frontier orbital gap: 0.3183 hartree

```
20
Properties=species:S:1:pos:R:3:forces:R:3
C -1.2333 -2.4170 -0.6086 -0.3623 -0.8247 -1.4111
C -0.0529 -1.7917 -0.8071 0.5745 -0.5441 1.0984
Si 0.4784 -0.0975 -0.0556 -3.0168 0.6192 0.8731
C -1.2651 0.0517 1.2089 1.1666 1.5427 -5.9401
C -2.5316 0.2538 0.8264 3.6849 -0.6146 2.0100
C 0.5114 1.2078 -1.4435 0.8928 1.5588 -0.0724
C 1.1584 2.4034 -1.2968 -0.9802 -1.4007 2.5244
S 2.3132 0.1633 1.2315 -3.1773 1.4604 1.8716
O 3.3722 -0.2177 0.3609 1.9088 -0.4243 -0.9681
O 2.0997 -0.6832 2.4222 0.3955 0.5254 -0.8643
O 2.2027 1.6342 1.5400 0.4438 -2.0276 -0.3895
H -1.3434 -3.5317 -1.0163 -0.0110 2.4715 1.0692
H -2.1478 -1.8413 -0.2417 1.4261 -1.2477 -0.4042
H 0.7933 -2.4181 -1.1400 -0.4922 0.1892 -0.1790
H -0.9744 -0.2344 2.1158 0.5857 -1.3081 3.9078
H -3.2439 0.0538 1.5164 -2.4969 -0.4253 2.2270
H -2.8707 0.6103 -0.0497 -0.6792 1.0472 -3.2740
H 0.0177 1.0207 -2.3901 -0.0102 -0.3118 -0.2017
H 1.2412 3.2683 -1.9459 -0.1860 -0.4106 -0.4928
H 1.4750 2.5652 -0.2268 0.3334 0.1249 -1.3846
```
Positions in Å, forces in eV/Å.

No. 3
This record from the Open Molecules 2025 dataset describes a single C6H9P molecule. The level of theory is the ωB97M-V functional and the def2-TZVPD basis.

Output
- Total charge: 0
- Frontier orbital gap: 0.3513 hartree

```
16
Properties=species:S:1:pos:R:3:forces:R:3
C -0.0478 -1.5565 0.3723 -1.5637 -0.1179 0.5974
C -1.3188 -1.3523 0.7329 0.3526 1.2025 -1.2284
C 1.0325 0.6479 0.2697 -0.4859 1.3240 1.8040
C -0.9088 1.3530 0.6924 2.6531 -1.1320 -0.5180
C -0.4316 -0.1404 -1.4358 -1.7431 1.0706 -3.7432
C 0.6364 -0.5658 -0.5091 -0.3712 0.1791 0.8970
P -1.8785 0.1155 -0.2194 0.3033 -0.1457 -0.5576
H 0.3728 -2.4467 0.6667 1.6773 -1.7985 0.8400
H -1.9832 -1.9014 1.3819 0.3556 -0.3414 0.0238
H 1.7407 1.2742 -0.3641 -1.5019 -0.0786 0.7570
H 1.6414 0.3897 1.2009 -1.2600 0.4493 -0.9074
H -1.1468 1.3802 1.7718 0.4958 0.2158 -0.6507
H -1.0369 2.2721 0.1399 0.3194 0.5562 0.3874
H -0.2464 0.8394 -2.0164 -0.0388 -1.0845 1.2534
H -0.6458 -0.8282 -2.3461 0.1048 0.5200 1.8947
H 1.5459 -0.9111 -0.9299 0.7025 -0.8190 -0.8495
```
Positions in Å, forces in eV/Å.

Record-wise relative energy (zero: lowest compared OMol25 entry of this formula, charge and spin) values, in kcal per mole: 199.3 35.6 50.0